Entry from the OMol25 dataset: a structure of composition C40H32BrF4OPPtTe (ωB97M-V with the def2-TZVPD basis set).

Structure (XYZ):
```
81
Properties=species:S:1:pos:R:3
Pt -0.9444 -0.5993 0.3439
F 5.8830 0.5622 2.0521
C 4.7239 0.5542 1.4327
C 4.6021 1.1041 0.1684
F 5.6468 1.6436 -0.4266
C 3.3679 1.0872 -0.4620
F 3.2887 1.6522 -1.6629
C 2.2373 0.5217 0.1216
P 0.6949 0.4644 -0.8453
C 1.2478 -0.1230 -2.4628
C 1.0139 0.5963 -3.6299
C 1.5158 0.1332 -4.8373
C 2.2499 -1.0415 -4.8865
C 2.5001 -1.7549 -3.7204
C 2.0067 -1.2943 -2.5119
C 0.1205 2.1660 -1.0069
C -1.0573 2.3978 -1.7235
C -1.5654 3.6798 -1.8351
C -0.9116 4.7392 -1.2159
C 0.2460 4.5121 -0.4865
C 0.7646 3.2286 -0.3790
C 2.3862 -0.0090 1.4052
Br 0.9512 -0.7275 2.4067
C 3.6080 0.0039 2.0504
F 3.7406 -0.4999 3.2696
H 0.4699 1.5306 -3.6055
H 1.3447 0.7040 -5.7404
H 2.6477 -1.3925 -5.8293
H 3.0956 -2.6576 -3.7517
H 2.2465 -1.8296 -1.5997
H -1.5803 1.5704 -2.1906
H -2.4708 3.8555 -2.4004
H -1.3068 5.7423 -1.3036
H 0.7556 5.3368 -0.0066
H 1.6694 3.0683 0.1932
Te -2.8906 -1.8211 -1.2166
C -2.0773 -2.1342 -3.1208
C -2.0336 -1.0773 -4.0203
C -1.6136 -1.3131 -5.3217
C -1.2373 -2.5898 -5.7107
C -1.2851 -3.6424 -4.8044
C -1.7164 -3.4229 -3.5062
C -1.4601 -2.9419 -0.1362
C -1.8235 -3.6390 1.0353
C -0.8763 -4.3808 1.7002
C 0.4396 -4.4510 1.2220
C 0.8010 -3.7910 0.0662
C -0.1452 -3.0369 -0.6286
H -2.3312 -0.0785 -3.7248
H -1.5857 -0.4975 -6.0318
H -0.9152 -2.7700 -6.7275
H -1.0041 -4.6401 -5.1135
H -1.7759 -4.2516 -2.8113
H -2.8412 -3.6001 1.3976
H -1.1554 -4.9330 2.5878
H 1.1681 -5.0510 1.7513
H 1.8081 -3.8775 -0.3209
H 0.1027 -2.5953 -1.5843
C 0.6505 3.5988 5.0624
C -0.2859 2.5585 4.5255
C -0.6293 1.4500 5.2905
C -1.4812 0.4682 4.8094
C -1.8177 -0.7167 5.6777
C -1.9684 0.5918 3.4925
C -2.7308 -0.5195 2.9631
O -2.6466 -0.9745 1.8148
C -1.6798 1.7354 2.7158
C -2.3646 2.0168 1.4051
C -0.8414 2.6939 3.2507
H 0.6152 3.6421 6.1493
H 0.4158 4.5854 4.6659
H 1.6783 3.3620 4.7769
H -0.2307 1.3542 6.2933
H -1.3552 -0.6102 6.6559
H -1.4630 -1.6556 5.2477
H -2.8943 -0.8082 5.8339
H -3.4187 -1.0403 3.6391
H -3.4498 2.0272 1.5222
H -2.1573 1.2782 0.6146
H -2.0470 2.9805 1.0107
H -0.6387 3.5924 2.6785
```

Molar mass, g/mol: 1038.2
Total charge: +2
LUMO level (alpha / beta), eV: -5.57 / -8.02
Orbital gap (alpha / beta), eV: 7.6 / 6.2
Total energy, Eh: -5320.2942
HOMO (alpha / beta), eV: -13.15 / -14.23
Multiplicity: 3

These are the Löwdin partial charges, in e, on atoms 1 to 6:
1 Pt 0.617
2 F 0.185
3 C -0.117
4 C -0.120
5 F 0.176
6 C -0.214


Entry from the OMol25 dataset: a structure of composition C40H32CaN2OP2S4 at a distorted geometry (ωB97M-V with the def2-TZVPD basis set).

Structure (XYZ):
```
82
Properties=species:S:1:pos:R:3
Ca -1.0950 0.0354 0.7710
C -1.7794 3.3908 3.9244
C -2.4050 3.5263 2.5646
C -3.7219 3.1319 2.3455
C -4.3236 3.3188 1.1083
C -3.6119 3.8993 0.0693
C -2.2938 4.2811 0.2690
C -1.6935 4.0857 1.5040
H -2.2436 2.5743 4.4765
H -1.9085 4.3159 4.4974
H -0.7147 3.1812 3.8406
H -4.2778 2.6730 3.1546
H -5.3486 3.0037 0.9517
H -4.0752 4.0393 -0.8997
H -1.7235 4.7162 -0.5412
H -0.6622 4.3883 1.6537
S -2.5099 -1.8751 -1.0421
P -0.5605 -1.8581 -1.4789
C 0.4864 -0.5730 -1.0250
P 0.1673 0.8673 -1.8907
S -1.5984 1.7723 -2.0540
C 1.3030 2.1005 -1.1122
C 2.1670 1.7271 -0.0891
C 2.9334 2.6775 0.5746
C 2.8502 4.0123 0.2094
C 2.0131 4.3916 -0.8325
C 1.2452 3.4423 -1.4877
C 0.8996 0.8429 -3.5973
C 2.0627 0.1077 -3.8090
C 2.6687 0.0872 -5.0558
C 2.1191 0.8061 -6.1090
C 0.9547 1.5336 -5.9091
C 0.3463 1.5468 -4.6610
C 0.2338 -3.3142 -0.6627
C -0.5044 -4.3796 -0.1635
C 0.1096 -5.3801 0.5761
C 1.4707 -5.3281 0.8303
C 2.2250 -4.2825 0.3128
C 1.6085 -3.2846 -0.4265
C -0.4617 -2.3011 -3.2595
C 0.3531 -3.3181 -3.7464
C 0.4102 -3.5776 -5.1093
C -0.3322 -2.8146 -5.9975
C -1.1319 -1.7841 -5.5184
C -1.1996 -1.5307 -4.1588
H 2.2174 0.6850 0.1975
H 3.5794 2.3737 1.3881
H 3.4250 4.7580 0.7475
H 1.9498 5.4328 -1.1298
H 0.5732 3.7389 -2.2852
H 2.4766 -0.4614 -2.9836
H 3.5662 -0.5005 -5.2127
H 2.5949 0.7892 -7.0832
H 0.5133 2.0832 -6.7333
H -0.5719 2.0976 -4.4974
H -1.5748 -4.4007 -0.3239
H -0.4830 -6.1886 0.9883
H 1.9386 -6.0843 1.4505
H 3.2916 -4.2398 0.5014
H 2.1811 -2.4500 -0.8094
H 0.9406 -3.9059 -3.0517
H 1.0384 -4.3819 -5.4765
H -0.2891 -3.0261 -7.0599
H -1.7028 -1.1806 -6.2147
H -1.8299 -0.7366 -3.7721
S -2.5445 -0.1535 3.4365
C -1.1857 -0.4236 4.4871
C -1.4068 -1.0891 5.6973
C -0.3869 -1.3931 6.5922
C -0.6723 -2.0905 7.7987
N -0.9065 -2.6589 8.7735
C 0.9338 -1.0107 6.2787
C 1.1654 -0.3242 5.0929
C 0.1487 -0.0110 4.1807
S 0.5968 0.8963 2.7718
C 2.0152 -1.3348 7.1450
N 2.8999 -1.6012 7.8333
H -2.4183 -1.3829 5.9447
H 2.1714 -0.0071 4.8531
O -0.8817 -2.4304 2.1504
H -1.6590 -2.0062 2.5667
H -0.1553 -2.2565 2.7608
```

Molar mass, g/mol: 787.0
Total charge: -2
LUMO level, eV: 4.20
Orbital gap, eV: 6.6
Total energy, Eh: -4681.5507
HOMO, eV: -2.39

These are the Löwdin partial charges, in e, on atoms 1 to 6:
1 Ca 0.835
2 C -0.080
3 C -0.298
4 C -0.082
5 C -0.098
6 C -0.137


Entry from the OMol25 dataset: a structure of composition C40H32FeN9O5 (ωB97M-V with the def2-TZVPD basis set).

Structure (XYZ):
```
87
Properties=species:S:1:pos:R:3
Fe -0.5470 0.2454 0.1482
C -4.5532 -0.5984 -1.4277
C -4.9813 -1.6459 -0.6189
C -4.3584 -1.8540 0.5906
C -3.2862 -1.0315 0.9635
N -2.8496 -0.0553 0.1600
C -3.4888 0.1649 -0.9891
N -2.7819 -1.2633 2.2404
C -1.6760 -0.8095 2.7176
N -0.6499 -0.0990 2.1411
C 0.3589 0.0658 3.0422
N 1.5120 0.6438 2.9450
C 1.9979 1.2927 1.8196
C 3.2208 1.9575 2.0231
C 3.8071 2.6491 0.9912
C 3.1712 2.6686 -0.2494
C 1.9805 1.9806 -0.3787
N 1.4019 1.3056 0.6182
C -0.0418 -0.5727 4.3320
C 0.6102 -0.6819 5.5436
C -0.0564 -1.3469 6.5691
C -1.3308 -1.8791 6.3720
C -1.9744 -1.7654 5.1427
C -1.3019 -1.1046 4.1348
H -5.0208 -0.3841 -2.3782
H -5.8002 -2.2839 -0.9276
H -4.6698 -2.6314 1.2733
H -3.1050 0.9830 -1.5868
H 3.6616 1.9074 3.0076
H 4.7488 3.1643 1.1363
H 3.5837 3.2069 -1.0925
H 1.4517 1.9607 -1.3235
H 1.5995 -0.2648 5.6763
H 0.4185 -1.4536 7.5367
H -1.8233 -2.3902 7.1901
H -2.9598 -2.1765 4.9680
C -1.1767 -4.1712 0.9076
O -0.2742 -4.5446 -0.1264
C -0.2703 -3.8275 -1.3005
C -0.1072 -4.5644 -2.4522
C -0.0387 -3.9499 -3.7045
C -0.1490 -2.5804 -3.7712
C -0.3001 -1.7988 -2.6162
C -0.4169 -0.3658 -2.8228
N -0.5333 0.5231 -1.9061
N -0.7254 1.8269 -2.3750
C -1.0341 2.6298 -1.3763
O -1.1389 2.3403 -0.1495
C -1.2827 4.0622 -1.7725
C -1.0763 4.5177 -3.0722
C -1.3165 5.8434 -3.3956
C -1.7704 6.7293 -2.4260
C -1.9778 6.2801 -1.1299
C -1.7321 4.9536 -0.8049
C -0.3500 -2.4035 -1.3313
O -0.4276 -1.7464 -0.2208
H -1.2664 -5.0494 1.5478
H -2.1583 -3.9153 0.5012
H -0.8184 -3.3211 1.4836
H -0.0335 -5.6407 -2.3538
H 0.0870 -4.5445 -4.5993
H -0.1112 -2.0761 -4.7306
H -0.4383 -0.0182 -3.8586
H -0.7286 3.8139 -3.8156
H -1.1513 6.1890 -4.4089
H -1.9604 7.7646 -2.6812
H -2.3301 6.9655 -0.3687
H -1.8789 4.5805 0.1995
O 7.0755 2.7584 -0.7691
C 7.4575 1.3972 -0.8632
N 6.2480 0.6485 -0.6592
C 6.2886 -0.6268 -0.1987
O 7.3454 -1.2140 -0.0181
C 4.9585 -1.2398 0.0875
C 4.8463 -2.1916 1.0939
C 3.5954 -2.6946 1.3900
C 2.4990 -2.2292 0.6705
N 2.6006 -1.3460 -0.3164
C 3.8082 -0.8771 -0.6043
H 7.8566 3.3035 -0.8927
H 8.1866 1.1170 -0.0964
H 7.8874 1.1829 -1.8495
H 5.3848 1.1713 -0.6282
H 5.7347 -2.5067 1.6257
H 3.4558 -3.4267 2.1736
H 1.4910 -2.5656 0.8845
H 3.8571 -0.1702 -1.4256
```

Molar mass, g/mol: 774.6
Total charge: -1
LUMO level (alpha / beta), eV: 2.08 / 2.08
Orbital gap (alpha / beta), eV: 6.5 / 6.4
Total energy, Eh: -3676.4141
HOMO (alpha / beta), eV: -4.38 / -4.28
Multiplicity: 5

These are the Löwdin partial charges, in e, on atoms 1 to 6:
1 Fe 0.755
2 C -0.067
3 C -0.079
4 C -0.031
5 C -0.322
6 N 0.099


Entry from the OMol25 dataset: a structure of composition C40H32I2N2O3P2S2W (ωB97M-V with the def2-TZVPD basis set).

Structure (XYZ):
```
84
Properties=species:S:1:pos:R:3
W 1.1873 0.9752 0.0785
O 2.5233 -1.0702 -3.7820
C 2.3477 0.0254 -4.5536
C 2.4286 -0.1601 -5.9301
C 2.3158 0.9126 -6.7886
C 2.1238 2.2064 -6.2996
C 2.0482 2.4042 -4.9423
C 2.1470 1.3233 -4.0506
C 2.0717 1.5999 -2.6276
O 1.6647 0.6102 -1.8004
N 2.3534 2.7510 -2.1185
N 2.2151 2.7072 -0.7498
C 2.7479 3.7225 -0.1246
C 2.9407 3.7838 1.2808
C 3.4675 4.9501 1.8654
C 3.7638 4.9823 3.2050
C 3.5653 3.8370 3.9888
C 3.0681 2.6755 3.4374
C 2.7431 2.6477 2.0862
O 2.2463 1.5270 1.5473
H 2.3415 -0.8643 -2.8573
H 2.5999 -1.1627 -6.2977
H 2.3844 0.7454 -7.8550
H 2.0389 3.0413 -6.9799
H 1.9016 3.3950 -4.5341
H 3.1333 4.5229 -0.7505
H 3.6363 5.8166 1.2386
H 4.1620 5.8809 3.6535
H 3.8103 3.8632 5.0419
H 2.9246 1.7840 4.0324
S -0.5057 2.1661 1.4194
P -1.4600 0.3396 1.2799
C -0.3260 -0.3809 0.2102
P 0.4590 -1.9261 0.1344
S 2.3400 -1.1272 0.4426
C 0.2909 -2.6482 -1.4840
C 0.9304 -3.8552 -1.7688
C 0.8063 -4.4018 -3.0343
C 0.0404 -3.7586 -3.9990
C -0.6029 -2.5629 -3.7102
C -0.4752 -1.9976 -2.4517
C 0.0116 -3.1316 1.3688
C -1.1433 -3.8828 1.1372
C -1.5425 -4.8190 2.0734
C -0.7871 -5.0169 3.2233
C 0.3657 -4.2757 3.4456
C 0.7697 -3.3267 2.5190
C -1.5177 -0.3840 2.9188
C -0.4195 -0.2150 3.7667
C -0.4342 -0.7955 5.0213
C -1.5310 -1.5516 5.4221
C -2.6139 -1.7270 4.5760
C -2.6163 -1.1395 3.3178
C -3.1179 0.4776 0.6405
C -3.5264 -0.3314 -0.4160
C -4.8305 -0.2381 -0.8770
C -5.7113 0.6634 -0.2934
C -5.2995 1.4735 0.7594
C -4.0009 1.3801 1.2336
H 1.5146 -4.3618 -1.0095
H 1.3017 -5.3336 -3.2692
H -0.0554 -4.1948 -4.9841
H -1.1969 -2.0679 -4.4666
H -0.9636 -1.0593 -2.2144
H -1.7127 -3.7509 0.2239
H -2.4311 -5.4106 1.8999
H -1.0934 -5.7636 3.9436
H 0.9571 -4.4428 4.3356
H 1.6708 -2.7501 2.6852
H 0.4230 0.3895 3.4461
H 0.4035 -0.6585 5.6918
H -1.5423 -1.9995 6.4069
H -3.4670 -2.3087 4.8975
H -3.4665 -1.2613 2.6599
H -2.8274 -1.0174 -0.8797
H -5.1588 -0.8636 -1.6958
H -6.7259 0.7379 -0.6603
H -5.9899 2.1721 1.2114
H -3.6763 2.0019 2.0612
I -1.0186 2.2335 -2.0275
C -1.8974 3.9297 -1.0679
I -0.5070 5.4241 -0.5217
H -2.3942 3.5660 -0.1762
H -2.6005 4.3493 -1.7790
```

Molar mass, g/mol: 1152.4
Total charge: +2
LUMO level, eV: -7.49
Orbital gap, eV: 5.4
Total energy, Eh: -4019.8568
HOMO, eV: -12.93

These are the Löwdin partial charges, in e, on atoms 1 to 6:
1 W 1.327
2 O 0.081
3 C -0.243
4 C 0.006
5 C -0.040
6 C -0.060


Entry from the OMol25 dataset: a structure of composition C40H32I2NO4Sn at a distorted geometry (ωB97M-V with the def2-TZVPD basis set).

Structure (XYZ):
```
80
Properties=species:S:1:pos:R:3
Sn 0.9381 -0.5253 0.1152
O -0.1785 1.0869 0.2702
C -1.4194 1.0247 0.9945
C -1.8715 -0.4697 1.1626
C -1.9494 -1.2335 -0.1272
C -3.1326 -1.5776 -0.7469
C -3.0850 -2.1850 -1.9901
C -1.8601 -2.4013 -2.5972
C -0.6882 -2.0706 -1.9463
C 0.6414 -2.2709 -2.6240
C 1.6469 -1.0737 -2.5933
O 2.1944 -1.0368 -1.2627
C 1.0130 0.2732 -2.8911
C -0.1282 0.3933 -3.6796
C -0.6675 1.6413 -3.9545
C -0.0632 2.7866 -3.4549
C 1.0822 2.6772 -2.6806
C 1.6172 1.4289 -2.3996
C 2.7931 -1.3895 -3.5384
C 4.0396 -1.7689 -3.0609
C 5.0552 -2.1011 -3.9485
C 4.8324 -2.0613 -5.3158
C 3.5871 -1.6771 -5.7964
C 2.5757 -1.3407 -4.9129
N -0.7727 -1.5465 -0.7002
C -1.2207 1.6388 2.3763
C -0.0108 2.2201 2.7313
C 0.1515 2.7936 3.9858
C -0.8933 2.7929 4.8957
C -2.1085 2.2204 4.5428
C -2.2720 1.6518 3.2899
C -2.4266 1.8345 0.1911
C -1.9763 2.9361 -0.5304
C -2.8710 3.7339 -1.2242
C -4.2293 3.4467 -1.2075
C -4.6875 2.3571 -0.4844
C -3.7896 1.5597 0.2130
H -1.1232 -0.9638 1.7955
H -2.8053 -0.5343 1.7135
H -4.0710 -1.3586 -0.2617
H -4.0003 -2.4595 -2.4972
H -1.7953 -2.8374 -3.5840
H 1.1874 -3.0733 -2.1168
H 0.4632 -2.6093 -3.6432
H -0.6043 -0.4874 -4.0931
H -1.5597 1.7184 -4.5619
H -0.4785 3.7603 -3.6784
H 1.5711 3.5658 -2.3031
H 2.5359 1.3586 -1.8274
H 4.2238 -1.8006 -1.9965
H 6.0231 -2.3939 -3.5640
H 5.6237 -2.3223 -6.0054
H 3.4053 -1.6311 -6.8620
H 1.6161 -1.0199 -5.3045
H 0.8066 2.2392 2.0246
H 1.1007 3.2416 4.2487
H -0.7691 3.2463 5.8700
H -2.9362 2.2282 5.2403
H -3.2401 1.2424 3.0217
H -0.9187 3.1600 -0.5533
H -2.5062 4.5903 -1.7765
H -4.9270 4.0744 -1.7453
H -5.7447 2.1280 -0.4557
H -4.1792 0.7321 0.7928
O 3.5523 -2.0787 2.5364
C 2.5440 -1.4839 2.7571
O 1.9594 -0.8051 1.6901
C 1.9092 -1.3566 4.0896
C 0.6354 -0.8597 4.3244
C 0.1194 -0.8272 5.6093
C 0.8921 -1.2688 6.6757
C 2.1767 -1.7437 6.4534
C 2.6816 -1.7956 5.1651
H 0.0479 -0.4780 3.5079
H -0.8767 -0.4441 5.7816
H 0.4943 -1.2366 7.6816
H 2.7823 -2.0808 7.2836
H 3.6733 -2.1815 4.9728
I 0.5075 -4.8935 0.0102
I 0.1374 -4.0286 2.4831
```

Molar mass, g/mol: 963.2
Total charge: +1
LUMO level, eV: -4.15
Orbital gap, eV: 7.3
Total energy, Eh: -2708.7349
HOMO, eV: -11.42

These are the Löwdin partial charges, in e, on atoms 1 to 6:
1 Sn 1.416
2 O -0.245
3 C -0.406
4 C -0.059
5 C -0.222
6 C 0.027


Entry from the OMol25 dataset: a structure of composition C40H32MoN6O3P at a distorted geometry (ωB97M-V with the def2-TZVPD basis set).

Structure (XYZ):
```
83
Properties=species:S:1:pos:R:3
Mo 0.0111 -0.8550 1.7884
O -1.4797 -1.1903 3.3583
C -0.3648 -1.5209 3.6835
C 0.2845 -2.1078 4.7939
C -0.2731 -2.4061 6.0429
C 0.5319 -2.9957 7.0006
C 1.8627 -3.2923 6.7209
C 2.4173 -3.0189 5.4718
C 1.6279 -2.4306 4.5038
P 2.0449 -2.0802 2.7548
C 1.0832 -3.4213 1.9499
C 0.7197 -3.2115 0.5971
C -0.0152 -4.1958 -0.0772
C -0.4028 -5.3515 0.5749
C -0.0443 -5.5537 1.9044
C 0.6842 -4.5986 2.5909
C 3.7974 -2.5643 2.7439
C 4.6937 -1.6130 3.2352
C 5.9940 -1.9842 3.5245
C 6.3971 -3.2955 3.3167
C 5.5207 -4.2250 2.7757
C 4.2138 -3.8690 2.4852
H -1.3063 -2.1749 6.2501
H 0.1193 -3.2203 7.9720
H 2.4782 -3.7479 7.4817
H 3.4492 -3.2566 5.2604
H 1.2962 -2.5171 -0.0125
H -0.2256 -4.0741 -1.1304
H -0.9342 -6.1220 0.0377
H -0.3146 -6.4752 2.3970
H 0.9964 -4.7904 3.6084
H 4.3584 -0.5944 3.3928
H 6.6893 -1.2583 3.9176
H 7.4000 -3.5938 3.5747
H 5.8535 -5.2346 2.5874
H 3.5300 -4.5927 2.0631
C -4.8408 6.1934 -8.9331
O -3.5631 5.6236 -8.7291
C -3.2280 4.9825 -7.6325
C -4.0629 4.7503 -6.5156
C -3.5953 4.0381 -5.4419
C -2.2762 3.5358 -5.4096
C -1.4422 3.7702 -6.5209
C -1.9011 4.4765 -7.5982
C -1.8446 2.8097 -4.2483
N -2.6304 2.5696 -3.2106
C -1.9064 1.8523 -2.3392
C -0.6016 1.6492 -2.8407
N -0.5955 2.2601 -4.0552
C 0.4067 0.9867 -2.0932
C 1.7362 0.7980 -2.4969
C 2.6144 0.2067 -1.6095
C 2.1683 -0.2123 -0.3632
N 0.8924 -0.1345 0.0395
C 0.0185 0.4795 -0.8189
C -1.3343 0.5614 -0.3787
N -1.6293 -0.0991 0.7717
C -2.9004 -0.0877 1.1810
C -3.9098 0.6232 0.5428
C -3.6255 1.3310 -0.6111
C -2.3190 1.2742 -1.1068
H -4.8050 6.6586 -9.9180
H -5.0628 6.9547 -8.1804
H -5.6270 5.4332 -8.9208
H -5.0710 5.1325 -6.5051
H -4.2332 3.8440 -4.5944
H -0.4301 3.3963 -6.5425
H -1.2700 4.6703 -8.4509
H 0.1734 2.2947 -4.7062
H 2.0750 1.1154 -3.4695
H 3.6497 0.0703 -1.8784
H 2.8768 -0.6390 0.3398
H -3.1382 -0.6800 2.0553
H -4.9091 0.5931 0.9479
H -4.3786 1.8852 -1.1511
N 0.7134 3.1946 3.2428
C -0.1690 2.3318 2.7324
N -1.3146 2.8218 2.2276
O 0.1231 1.1116 2.7172
H 0.5149 4.1705 3.3862
H 1.5828 2.8367 3.6066
H -1.5518 3.7923 2.3583
H -2.0736 2.2064 1.9811
```

Molar mass, g/mol: 771.6
Total charge: +3
LUMO level (alpha / beta), eV: -8.88 / -9.84
Orbital gap (alpha / beta), eV: 4.5 / 3.6
Total energy, Eh: -2506.5229
HOMO (alpha / beta), eV: -13.40 / -13.40
Multiplicity: 3

These are the Löwdin partial charges, in e, on atoms 1 to 6:
1 Mo 1.561
2 O 0.049
3 C -0.381
4 C -0.213
5 C 0.046
6 C -0.008


- Look up the total charge of the fifth one.
  +1